Molecular formula: C30H80FINO13S12
Method: DFT, ωB97M-V with the def2-TZVPD basis set

Last column: Mulliken charge in e.
Element x y z (Å)
C1 -0.71 0.64 3.96  -0.658
C2 -1.29 1.09 2.63  0.030
I1 0.23 0.80 1.13  -0.030
C3 -1.77 2.53 2.75  -1.614
C4 -2.32 3.32 1.55  0.984
S1 -3.16 2.24 0.34  -0.057
N1 -1.19 3.94 0.85  -0.325
C5 -1.51 4.70 -0.38  -1.077
C6 -0.73 4.17 -1.59  -0.482
C7 -1.41 3.04 -2.34  -0.002
F1 -1.07 3.08 -3.72  -0.394
C8 -3.26 4.47 2.10  0.381
O1 -4.25 4.79 1.45  -0.740
O2 -2.80 4.96 3.15  -0.728
H1 -0.23 1.50 4.45  -0.141
H2 -1.48 0.24 4.62  0.434
H3 0.08 -0.09 3.83  0.130
H4 -2.12 0.43 2.39  0.415
H5 -2.55 2.55 3.52  0.358
H6 -0.94 3.11 3.15  0.292
H7 -3.71 1.34 1.16  0.088
H8 -0.81 4.58 1.54  0.281
H9 -1.21 5.73 -0.22  0.420
H10 -2.59 4.69 -0.56  0.506
H11 -0.56 4.98 -2.30  0.390
H12 0.24 3.83 -1.22  0.204
H13 -2.49 3.10 -2.29  0.176
H14 -1.09 2.06 -1.99  0.155
C9 -3.72 1.69 -5.43  -0.839
S2 -4.12 3.44 -5.46  0.355
O3 -4.01 3.95 -4.08  -0.531
C10 -5.88 3.21 -5.75  -1.094
H15 -2.67 1.59 -5.18  0.183
H16 -4.31 1.19 -4.66  0.236
H17 -3.92 1.25 -6.41  0.489
H18 -6.29 2.59 -4.95  0.353
H19 -6.05 2.74 -6.72  0.400
H20 -6.35 4.19 -5.73  0.409
C11 -0.12 -0.93 -6.52  -0.979
S3 -1.67 -1.41 -5.76  0.510
O4 -1.65 -0.89 -4.37  -0.532
C12 -1.31 -3.16 -5.67  -1.039
H21 -0.12 0.15 -6.61  0.333
H22 0.71 -1.25 -5.89  0.306
H23 -0.02 -1.39 -7.50  0.428
H24 -0.39 -3.32 -5.10  0.295
H25 -1.20 -3.56 -6.68  0.374
H26 -2.15 -3.65 -5.17  0.328
C13 3.56 -2.88 5.60  -0.948
S4 3.13 -1.63 4.38  0.370
O5 2.26 -0.64 5.07  -0.451
C14 2.07 -2.68 3.38  -0.945
H27 4.21 -2.42 6.34  0.349
H28 2.65 -3.27 6.06  0.252
H29 4.09 -3.69 5.11  0.431
H30 1.25 -3.06 3.99  0.287
H31 2.66 -3.50 2.98  0.414
H32 1.66 -2.08 2.56  0.242
C15 2.28 -0.79 8.49  -0.347
S5 3.58 -1.13 9.67  0.589
O6 3.32 -2.50 10.23  -0.728
C16 3.07 0.04 10.92  -1.014
H33 2.43 -1.45 7.64  -0.182
H34 1.31 -0.97 8.95  0.468
H35 2.37 0.24 8.15  0.116
H36 2.05 -0.19 11.23  0.278
H37 3.13 1.05 10.51  0.328
H38 3.75 -0.05 11.76  0.374
C17 -4.25 -2.67 -1.22  -1.022
S6 -4.84 -0.99 -0.99  0.852
O7 -4.79 -0.73 0.47  -0.710
C18 -6.56 -1.35 -1.37  -1.055
H39 -3.18 -2.67 -0.99  0.306
H40 -4.78 -3.33 -0.53  0.361
H41 -4.40 -2.97 -2.25  0.312
H42 -6.93 -2.11 -0.68  0.336
H43 -6.65 -1.69 -2.40  0.335
H44 -7.12 -0.42 -1.24  0.309
C19 0.10 4.67 7.94  -0.973
S7 0.26 2.91 8.23  0.479
O8 1.23 2.74 9.35  -0.606
C20 1.14 2.54 6.72  -0.270
H45 -0.39 5.11 8.81  0.330
H46 1.09 5.11 7.82  0.297
H47 -0.51 4.84 7.05  0.388
H48 2.06 3.12 6.68  0.395
H49 0.50 2.77 5.87  0.015
H50 1.37 1.48 6.72  -0.029
C21 5.80 -4.39 9.43  -0.313
S8 7.17 -3.26 9.22  0.469
O9 6.89 -2.47 7.98  -0.576
C22 8.38 -4.50 8.76  -0.938
H51 4.91 -3.80 9.68  0.066
H52 5.64 -4.94 8.51  -0.007
H53 6.02 -5.07 10.26  0.429
H54 8.03 -5.04 7.88  0.256
H55 8.53 -5.19 9.59  0.341
H56 9.31 -3.99 8.53  0.340
C23 4.04 0.09 -9.54  -0.882
S9 3.82 -0.77 -7.98  0.414
O10 2.52 -1.49 -8.08  -0.583
C24 3.52 0.70 -6.99  -0.943
H57 4.19 -0.66 -10.31  0.235
H58 3.16 0.69 -9.77  0.358
H59 4.92 0.74 -9.49  0.377
H60 2.66 1.24 -7.40  0.273
H61 4.41 1.33 -7.00  0.388
H62 3.30 0.38 -5.98  0.349
C25 6.25 2.25 -14.01  -0.924
S10 4.70 1.69 -13.31  0.477
O11 4.67 2.16 -11.90  -0.577
C26 5.13 -0.05 -13.27  -0.912
H63 6.21 3.34 -14.08  0.318
H64 7.08 1.96 -13.36  0.298
H65 6.38 1.83 -15.00  0.356
H66 6.03 -0.19 -12.67  0.311
H67 5.29 -0.41 -14.28  0.403
H68 4.30 -0.58 -12.81  0.262
C27 -10.71 3.01 -7.96  -0.976
S11 -9.27 2.63 -6.94  0.604
O12 -9.52 1.29 -6.35  -0.635
C28 -9.61 3.83 -5.66  -0.980
H69 -10.70 2.33 -8.80  0.305
H70 -11.61 2.88 -7.37  0.313
H71 -10.63 4.04 -8.32  0.343
H72 -10.59 3.64 -5.23  0.398
H73 -9.56 4.84 -6.08  0.340
H74 -8.85 3.72 -4.90  0.295
C29 1.68 -7.79 7.80  -1.046
S12 3.06 -6.67 7.58  0.627
O13 2.80 -5.90 6.34  -0.588
C30 4.27 -7.93 7.15  -0.978
H75 0.81 -7.19 8.03  0.327
H76 1.52 -8.35 6.88  0.315
H77 1.89 -8.47 8.63  0.366
H78 3.92 -8.48 6.28  0.337
H79 4.40 -8.60 8.00  0.369
H80 5.20 -7.43 6.93  0.285

Output
Total energy, eV: -201348.987
HOMO level, eV: -3.81
Total charge: -1
Gap between HOMO and LUMO, eV: 5.17

***

Molecular formula: C66H144AsF6N6
Method: DFT, ωB97M-V with the def2-TZVPD basis set

Last column: Mulliken charge in e.
Element x y z (Å)
C1 1.62 1.89 -5.10  -1.247
C2 1.66 2.81 -6.25  -0.422
C3 3.13 2.98 -6.72  -0.582
C4 3.15 3.94 -7.90  -1.180
N1 4.40 4.51 -8.40  0.454
C5 4.03 5.55 -9.40  -0.649
C6 3.64 6.77 -8.53  -0.905
C7 4.42 6.58 -7.23  -0.398
C8 5.19 5.32 -7.40  -0.875
C9 5.20 3.43 -9.16  -0.750
C10 6.59 3.78 -9.59  -0.307
C11 7.09 2.60 -10.48  -1.450
H1 2.30 1.05 -5.23  0.344
H2 0.59 1.47 -5.03  0.318
H3 1.90 2.32 -4.12  0.322
H4 1.20 3.77 -6.09  0.418
H5 1.16 2.40 -7.11  0.326
H6 3.51 2.05 -7.07  0.447
H7 3.76 3.35 -5.94  0.310
H8 2.50 4.83 -7.69  0.447
H9 2.60 3.47 -8.75  0.335
H10 4.92 5.70 -10.02  0.457
H11 3.26 5.08 -10.04  0.396
H12 3.83 7.70 -9.10  0.442
H13 2.62 6.81 -8.37  0.418
H14 5.05 7.48 -7.14  0.363
H15 3.70 6.51 -6.34  0.239
H16 6.11 5.58 -7.83  0.536
H17 5.42 4.77 -6.49  0.478
H18 4.64 3.27 -10.02  0.356
H19 5.25 2.49 -8.61  0.521
H20 7.27 3.89 -8.77  0.430
H21 6.57 4.69 -10.22  0.246
H22 8.16 2.71 -10.65  0.395
H23 6.60 2.74 -11.41  0.406
H24 6.93 1.60 -10.11  0.362
C12 1.74 3.54 5.31  -1.139
C13 3.04 2.74 5.25  -0.824
C14 4.01 3.00 6.38  -0.258
C15 4.55 4.44 6.28  -1.467
N2 5.69 4.86 7.17  0.038
C16 5.08 5.30 8.45  -0.540
C17 4.46 6.65 8.18  -0.765
C18 5.13 7.17 6.88  -0.893
C19 6.26 6.18 6.65  -0.666
C20 6.80 3.83 7.34  -0.952
C21 7.50 3.62 6.04  -0.064
C22 8.63 2.61 6.12  -1.392
H25 1.92 4.59 5.06  0.370
H26 1.07 3.52 6.16  0.416
H27 1.15 3.18 4.45  0.284
H28 3.54 3.07 4.31  0.310
H29 2.97 1.61 5.10  0.430
H30 4.79 2.26 6.18  0.273
H31 3.54 2.78 7.30  0.404
H32 3.85 5.21 6.31  0.663
H33 5.03 4.57 5.34  0.568
H34 5.90 5.35 9.21  0.536
H35 4.42 4.57 8.86  0.452
H36 4.67 7.28 9.07  0.357
H37 3.40 6.50 8.13  0.324
H38 5.58 8.12 6.90  0.502
H39 4.49 7.21 6.01  0.355
H40 7.22 6.38 7.17  0.495
H41 6.50 6.05 5.61  0.522
H42 6.41 2.90 7.79  0.424
H43 7.48 4.28 8.01  0.600
H44 7.84 4.55 5.61  0.296
H45 6.82 3.28 5.28  0.317
H46 8.32 1.71 6.66  0.365
H47 9.63 3.00 6.68  0.293
H48 8.96 2.37 5.07  0.358
C23 -3.78 7.79 0.26  -1.107
C24 -3.17 7.58 1.66  -0.510
C25 -3.92 6.54 2.53  0.070
C26 -3.10 6.15 3.75  -1.572
N3 -3.83 5.14 4.60  1.012
C27 -4.07 3.87 3.75  -0.421
C28 -3.76 2.76 4.72  -1.295
C29 -2.58 3.17 5.52  -0.419
C30 -2.95 4.68 5.81  -0.639
C31 -5.15 5.80 5.10  -1.535
C32 -5.00 7.09 5.89  -0.140
C33 -6.51 7.40 6.35  -1.293
H49 -4.69 8.48 0.23  0.312
H50 -4.13 6.80 -0.17  0.214
H51 -3.07 8.27 -0.41  0.377
H52 -3.01 8.48 2.19  0.363
H53 -2.18 7.08 1.60  0.326
H54 -4.19 5.69 1.91  -0.001
H55 -4.86 7.02 2.85  0.256
H56 -2.83 7.02 4.35  0.583
H57 -2.17 5.67 3.49  0.759
H58 -5.07 3.92 3.43  0.150
H59 -3.32 3.85 2.87  0.186
H60 -4.62 2.67 5.33  0.607
H61 -3.61 1.83 4.21  0.562
H62 -2.47 2.60 6.47  0.424
H63 -1.68 3.02 4.90  0.039
H64 -3.53 4.67 6.73  0.386
H65 -2.08 5.32 5.82  0.304
H66 -5.50 5.07 5.85  0.624
H67 -5.91 5.90 4.32  0.622
H68 -4.53 7.89 5.37  0.334
H69 -4.49 6.78 6.78  0.280
H70 -6.64 8.19 7.08  0.377
H71 -6.92 6.55 6.92  0.344
H72 -7.11 7.46 5.46  0.369
C34 -3.52 -7.82 0.17  -1.135
C35 -2.49 -8.35 1.15  -0.438
C36 -2.96 -8.26 2.58  -0.466
C37 -4.35 -8.82 2.69  -1.462
N4 -4.86 -8.91 4.10  0.728
C38 -4.13 -9.89 4.99  -0.514
C39 -5.23 -10.42 5.89  -0.786
C40 -6.34 -10.76 4.82  -0.497
C41 -6.29 -9.52 3.93  -0.561
C42 -4.84 -7.54 4.77  -1.335
C43 -5.48 -6.39 3.98  0.079
C44 -5.57 -5.21 4.90  -1.527
H73 -4.39 -8.45 0.13  0.302
H74 -3.14 -7.74 -0.82  0.438
H75 -3.71 -6.69 0.43  0.192
H76 -1.62 -7.62 1.08  0.317
H77 -2.20 -9.46 0.91  0.278
H78 -2.83 -7.17 2.78  0.231
H79 -2.22 -8.75 3.20  0.279
H80 -4.36 -9.78 2.21  0.731
H81 -5.10 -8.10 2.22  0.579
H82 -3.34 -9.29 5.48  0.331
H83 -3.68 -10.68 4.34  0.375
H84 -5.63 -9.77 6.70  0.290
H85 -4.78 -11.25 6.34  0.465
H86 -7.38 -11.02 5.19  0.357
H87 -5.93 -11.63 4.29  0.293
H88 -7.00 -8.83 4.27  0.391
H89 -6.44 -9.77 2.85  0.285
H90 -3.84 -7.23 4.92  0.512
H91 -5.31 -7.68 5.73  0.688
H92 -6.42 -6.63 3.60  0.382
H93 -4.70 -6.20 3.20  0.118
H94 -5.75 -4.24 4.56  0.425
H95 -4.73 -5.09 5.56  0.343
H96 -6.41 -5.44 5.66  0.315
C45 3.12 -9.44 -6.79  -1.151
C46 3.99 -8.47 -6.83  -0.454
C47 4.78 -8.27 -5.49  -0.600
C48 5.16 -6.76 -4.87  -0.537
N5 6.45 -6.90 -4.13  0.013
C49 7.64 -7.22 -5.05  -0.464
C50 8.33 -5.86 -5.39  -0.748
C51 7.70 -4.79 -4.43  -0.602
C52 6.81 -5.55 -3.46  -0.662
C53 6.26 -7.85 -2.98  -1.096
C54 5.03 -7.39 -1.97  -0.233
C55 5.04 -8.33 -0.76  -1.264
H97 2.47 -9.55 -7.75  0.290
H98 2.64 -9.61 -5.84  0.356
H99 3.45 -10.86 -6.61  0.267
H100 4.08 -7.79 -7.54  0.559
H101 12.66 -7.69 -10.87  -0.053
H102 5.84 -8.61 -5.62  0.326
H103 4.46 -9.05 -4.82  0.359
H104 4.30 -6.30 -4.34  0.426
H105 5.38 -6.09 -5.71  0.564
H106 8.44 -7.84 -4.58  0.305
H107 7.37 -7.76 -6.04  0.351
H108 9.44 -5.88 -5.34  0.351
H109 8.23 -5.67 -6.48  0.323
H110 8.48 -4.20 -3.90  0.399
H111 7.02 -4.10 -5.04  0.274
H112 7.36 -5.84 -2.52  0.429
H113 5.85 -5.10 -3.15  0.408
H114 7.20 -7.82 -2.43  0.610
H115 6.21 -8.85 -3.48  0.596
H116 4.23 -7.65 -2.63  0.298
H117 5.14 -6.34 -1.92  0.385
H118 5.02 -9.46 -1.02  0.331
H119 4.23 -8.02 -0.11  0.345
H120 5.94 -8.57 -0.01  0.301
C56 -7.41 1.61 2.18  -1.403
C57 -7.10 2.38 0.86  -0.147
C58 -6.76 1.34 -0.25  -0.542
C59 -6.04 2.09 -1.47  -1.608
N6 -6.27 1.37 -2.82  1.004
C60 -5.81 2.24 -3.97  -0.653
C61 -7.10 2.88 -4.44  -0.555
C62 -7.96 1.69 -4.50  -0.684
C63 -7.77 1.16 -3.12  -0.566
C64 -5.66 0.02 -2.81  -0.735
C65 -4.23 -0.15 -2.70  -0.885
C66 -3.67 -1.33 -2.37  -1.120
H121 -6.53 1.35 2.73  0.225
H122 -8.03 0.78 1.94  0.517
H123 -8.06 2.20 2.85  0.373
H124 -6.23 3.05 0.81  0.163
H125 -7.97 2.96 0.50  0.332
H126 -7.71 0.88 -0.49  0.658
H127 -6.08 0.58 0.20  0.294
H128 -5.01 2.23 -1.21  0.202
H129 -6.49 3.12 -1.58  0.381
H130 -5.37 1.61 -4.73  0.498
H131 -5.08 2.90 -3.53  0.272
H132 -6.86 3.45 -5.38  0.388
H133 -7.58 3.64 -3.81  0.280
H134 -7.68 0.96 -5.26  0.326
H135 -9.01 1.97 -4.67  0.388
H136 -8.07 0.12 -2.90  0.267
H137 -8.36 1.81 -2.45  0.370
H138 -5.96 -0.31 -3.85  0.470
H139 -6.11 -0.66 -2.14  0.480
H140 -3.46 1.18 -1.28  0.466
H141 -3.65 0.67 -3.11  0.719
H142 -4.19 -2.25 -2.10  0.366
H143 -2.68 -1.18 -1.80  0.147
H144 -3.61 -1.17 -3.53  0.152
As1 -2.14 1.20 1.01  1.886
F1 -2.08 1.68 2.58  -0.304
F2 -1.44 2.59 0.29  -0.443
F3 -2.22 0.77 -1.01  -0.628
F4 -2.94 -0.32 1.21  -0.461
F5 -3.72 1.97 0.75  -0.386
F6 -0.65 0.43 0.95  -0.444

Output
Total energy, eV: -156802.567
HOMO level, eV: -11.16
Total charge: +5
Gap between HOMO and LUMO, eV: 1.46

***

Molecular formula: H4NO3SSi
Method: DFT, ωB97M-V with the def2-TZVPD basis set

Last column: Mulliken charge in e.
Element x y z (Å)
N1 -2.02 0.79 -1.01  -0.636
O1 0.04 -0.74 0.18  -0.495
O2 0.70 -1.01 2.64  -0.560
O3 2.60 -1.04 1.19  -0.535
Si1 -0.43 0.56 -0.98  0.397
S1 1.39 -0.29 1.57  0.724
H1 -2.48 1.46 -1.59  0.123
H2 -0.69 -1.32 0.54  0.367
H3 0.39 0.05 -2.06  -0.169
H4 0.51 1.54 -0.48  -0.218

Output
Total energy, eV: -26411.683
HOMO level, eV: -3.95
Total charge: -1
Gap between HOMO and LUMO, eV: 7.64

***

Molecular formula: C2H2NO2S
Method: DFT, ωB97M-V with the def2-TZVPD basis set

Last column: Mulliken charge in e.
Element x y z (Å)
C1 -0.54 -0.39 -0.28  -0.139
C2 0.27 -0.68 -1.27  -0.044
N1 0.31 0.72 -0.57  -0.641
O1 2.74 -1.43 -2.16  -0.619
O2 2.27 -0.65 0.19  -0.624
S1 1.90 -1.57 -0.93  0.480
H1 -1.44 -0.78 0.16  0.285
H2 1.03 0.84 0.14  0.303

Output
Total energy, eV: -18523.389
HOMO level, eV: -3.52
Total charge: -1
Gap between HOMO and LUMO, eV: 7.57

***

Molecular formula: CH6OP2
Method: DFT, ωB97M-V with the def2-TZVPD basis set

Last column: Mulliken charge in e.
Element x y z (Å)
C1 -1.41 -0.58 -0.12  -0.605
O1 -1.03 0.64 -0.53  -0.267
P1 1.84 -0.32 -0.11  -0.164
P2 0.29 1.24 0.22  0.065
H1 -0.57 -1.26 -0.34  0.253
H2 -2.28 -0.85 -0.72  0.238
H3 -1.64 -0.81 1.02  0.272
H4 1.29 -0.86 1.12  0.098
H5 2.81 0.65 0.20  0.071
H6 0.71 2.17 -0.73  0.038

Output
Total energy, eV: -21757.678
HOMO level, eV: -8.36
SMILES: CO[PH]#[PH2]
Gap between HOMO and LUMO, eV: 9.19

***

Molecular formula: C29H23Cl2ErN4O6Se2
Method: DFT, ωB97M-V with the def2-TZVPD basis set

Last column: Mulliken charge in e.
Element x y z (Å)
Er1 -0.72 0.18 -0.51  1.453
Cl1 -2.38 3.70 2.66  -0.236
C1 -0.77 3.12 2.85  0.413
C2 -0.13 3.48 4.06  -0.635
C3 1.09 2.94 4.40  0.442
Cl2 1.84 3.38 5.93  -0.272
C4 1.67 2.01 3.53  0.535
C5 2.89 1.38 3.85  -0.728
C6 3.46 0.50 2.99  -1.195
C7 2.77 0.22 1.77  -0.010
N1 1.60 0.78 1.49  0.356
C8 1.05 1.70 2.32  0.366
C9 -0.22 2.25 1.91  -0.699
O1 -0.79 1.91 0.81  -0.313
H1 -0.68 4.12 4.75  0.443
H2 3.33 1.59 4.84  0.367
H3 4.35 -0.07 3.19  0.430
H4 3.24 -0.53 1.11  0.223
O2 -1.24 -0.54 1.76  -0.031
C10 -1.73 -1.81 2.15  -0.689
C11 -0.59 -2.42 2.95  -1.003
C12 0.75 -2.42 2.25  0.372
C13 0.80 -2.96 0.83  0.434
C14 1.39 -4.20 0.56  -0.641
C15 1.58 -4.65 -0.75  -0.698
C16 1.06 -3.86 -1.75  -1.002
C17 0.50 -2.63 -1.44  -0.226
N2 0.37 -2.18 -0.20  0.639
H5 -1.90 0.14 1.94  0.155
H6 -1.94 -2.34 1.21  0.196
H7 -2.63 -1.74 2.76  0.474
H8 -0.86 -3.45 3.25  0.356
H9 -0.44 -1.85 3.89  0.444
H10 1.52 -2.96 2.83  0.768
H11 1.05 -1.40 2.22  -1.122
H12 1.70 -4.78 1.45  0.464
H13 1.99 -5.64 -0.98  0.423
H14 1.03 -4.12 -2.79  0.555
H15 0.15 -2.00 -2.23  0.434
Se1 -0.29 3.63 -2.41  -0.058
Se2 0.45 2.22 -4.03  0.084
C18 1.60 1.04 -3.12  0.387
C19 2.64 0.52 -3.87  -0.887
C20 3.62 -0.28 -3.25  -0.627
C21 3.53 -0.49 -1.90  -0.848
C22 2.41 0.02 -1.28  0.880
N3 1.43 0.76 -1.84  0.240
C23 -2.12 3.02 -2.41  -0.063
C24 -3.03 3.71 -3.18  -0.621
C25 -4.34 3.26 -3.28  -0.342
C26 -4.70 2.14 -2.55  -1.071
C27 -3.73 1.56 -1.76  -0.305
N4 -2.44 1.92 -1.70  0.339
H16 2.70 0.78 -4.91  0.444
H17 4.46 -0.67 -3.79  0.441
H18 4.29 -0.99 -1.33  0.476
H19 2.24 -0.33 -0.28  -0.501
H20 -2.68 4.52 -3.80  0.446
H21 -4.95 3.73 -4.01  0.409
H22 -5.73 1.75 -2.57  0.432
H23 -3.95 0.64 -1.18  0.738
O3 -2.71 -1.17 -4.04  -0.724
C28 -2.29 -1.00 -2.92  0.703
O4 -1.19 -0.38 -2.61  -0.363
C29 -3.02 -1.48 -1.61  0.619
O5 -3.71 -2.45 -1.68  -0.683
O6 -2.68 -0.81 -0.55  -0.785

Output
Multiplicity: 4
<S²>: 3.752
Total energy, eV: -232055.845
HOMO level (spin up / spin down), eV: -7.84 / -7.84
Gap between HOMO and LUMO (spin up / spin down), eV: 7.58 / 7.59

***

Molecular formula: C6H13ClOP
Method: DFT, ωB97M-V with the def2-TZVPD basis set

Last column: Mulliken charge in e.
Element x y z (Å)
C1 3.18 -0.43 0.32  -1.329
C2 1.80 -0.35 -0.39  -0.450
C3 0.73 0.46 0.44  -0.441
C4 -0.16 1.31 -0.53  -0.723
P1 -1.97 1.17 -0.24  0.026
C5 -2.50 -0.38 0.61  -0.547
C6 -1.99 -1.67 -0.06  0.343
O1 -1.52 -2.50 0.59  -0.317
Cl1 -2.14 -1.95 -1.81  -0.117
H1 3.16 -1.04 1.23  0.334
H2 3.87 -0.95 -0.37  0.370
H3 3.63 0.56 0.50  0.373
H4 1.40 -1.38 -0.46  0.190
H5 1.96 0.09 -1.39  0.386
H6 0.14 -0.27 1.02  0.280
H7 1.23 1.12 1.17  0.443
H8 0.10 2.38 -0.44  0.434
H9 0.02 1.04 -1.59  0.460
H10 -2.73 1.33 -1.43  0.231
H11 -2.38 2.24 0.60  0.199
H12 -2.19 -0.38 1.66  0.449
H13 -3.61 -0.41 0.55  0.405

Output
Total energy, eV: -30284.094
HOMO level, eV: -14.92
Total charge: +1
Gap between HOMO and LUMO, eV: 11.47